{
  "formula": "C5H10O2S",
  "method": "wB97M-V/def2-TZVPD",
  "lumo_ev": -0.099,
  "multiplicity": 1,
  "homo_energy_ev": -8.26,
  "molar_mass_g_mol": 134.200,
  "gap_ev": 8.2,
  "e_above_lowest_kcal_mol": 164.9,
  "symbols": ["C", "C", "C", "C", "C", "H", "H", "H", "H", "H", "H", "H", "H", "H", "H", "O", "O", "S"],
  "positions_angstrom": [[-1.09380, 0.91994, -0.83560], [-0.10372, -0.04339, -0.83516], [-0.26937, -1.24717, 0.01004], [0.92507, -0.35715, 0.33241], [0.87643, 0.63147, 1.60009], [-0.92198, 1.98718, -1.32749], [-1.75983, 0.34945, -1.69043], [-1.64284, 1.09270, 0.11284], [-0.10987, 0.41563, -2.74426], [-0.13106, -2.20591, -0.37814], [-0.85579, -0.32015, 2.41914], [-0.14380, 1.15773, 1.39615], [1.91477, 1.34457, 1.58221], [0.95590, 0.04779, 2.56443], [1.79160, -1.19513, -1.11628], [0.31207, -0.45524, -1.99668], [2.04859, -0.83734, -0.16886], [-1.79237, -1.28497, 1.07562]],
  "forces_ev_per_angstrom": [[-4.839, 3.500, -2.945], [2.525, -1.831, 4.934], [-2.678, 1.304, 3.306], [-3.292, 2.267, 0.523], [1.969, 0.076, -1.971], [0.437, -2.093, 1.022], [0.129, 1.804, 2.243], [0.148, -0.357, -0.974], [2.494, -4.172, 2.993], [0.652, -1.237, -0.807], [-2.445, -2.330, -2.627], [2.364, -0.357, 1.173], [-3.241, -1.712, -0.146], [-0.378, 0.678, -0.870], [1.122, 1.160, 2.437], [-0.324, 3.526, -8.639], [2.400, -1.856, -2.479], [2.958, 1.629, 2.828]]
}